The following is a DFT calculation (ωB97M-V with the def2-TZVPD basis set) of 12 unconnected molecules or ions with the total composition C88H192N12O12 in a non-equilibrium geometry.

Computed properties:
- DFT total energy (Ha) = -5026.41356
- total charge = +4
- largest force on an atom (eV Å⁻¹) = 4.6
- HOMO (eV) = -13.8

Each atom is followed by the atoms it is bonded to, with distances in Å.
Atoms and positions in Å:
1 C -4.830 1.877 -0.004  C2 1.568, H13 1.080, H14 1.088, H15 1.071
2 C -6.062 2.509 -0.740  C1 1.568, C3 1.537, H16 1.115, H17 1.088
3 C -6.040 2.135 -2.230  C2 1.537, C4 1.514, H18 1.073, H19 1.074
4 C -6.887 0.911 -2.503  C3 1.514, N5 1.544, H20 1.068, H21 1.130
5 N -6.814 0.295 -3.916  C4 1.544, C6 1.562, C9 1.483, C10 1.496
6 C -5.459 -0.413 -4.235  N5 1.562, C7 1.517, H22 1.063, H23 1.103
7 C -5.487 -1.651 -3.358  C6 1.517, C8 1.531, H24 1.070, H25 1.074
8 C -6.948 -2.092 -3.473  C7 1.531, C9 1.562, H26 1.073, H27 1.102
9 C -7.704 -0.877 -4.103  N5 1.483, C8 1.562, H28 1.127, H29 1.091
10 C -6.997 1.360 -4.950  N5 1.496, C11 1.548, H30 1.074, H31 1.061
11 C -8.240 2.269 -4.784  C10 1.548, C12 1.552, H32 1.140, H33 1.061
12 C -8.085 3.404 -5.831  C11 1.552, H34 1.079, H35 1.057, H36 1.087
13 H -3.916 2.381 -0.281  C1 1.080
14 H -4.673 0.889 -0.434  C1 1.088
15 H -4.895 1.852 1.065  C1 1.071
16 H -6.054 3.623 -0.679  C2 1.115
17 H -7.003 2.156 -0.321  C2 1.088
18 H -5.062 1.912 -2.613  C3 1.073
19 H -6.393 2.984 -2.787  C3 1.074
20 H -7.934 1.116 -2.463  C4 1.068
21 H -6.559 0.095 -1.794  C4 1.130
22 H -5.489 -0.575 -5.284  C6 1.063
23 H -4.601 0.220 -3.952  C6 1.103
24 H -4.702 -2.301 -3.683  C7 1.070
25 H -5.317 -1.338 -2.345  C7 1.074
26 H -7.047 -2.989 -4.054  C8 1.073
27 H -7.296 -2.280 -2.445  C8 1.102
28 H -7.964 -1.124 -5.171  C9 1.127
29 H -8.594 -0.597 -3.537  C9 1.091
30 H -7.195 0.870 -5.885  C10 1.074
31 H -6.104 1.918 -5.073  C10 1.061
32 H -8.251 2.775 -3.762  C11 1.140
33 H -9.136 1.709 -4.888  C11 1.061
34 H -7.063 3.748 -5.823  C12 1.079
35 H -8.747 4.191 -5.587  C12 1.057
36 H -8.340 3.104 -6.844  C12 1.087
37 C 11.015 4.583 -2.291  C38 1.543, H49 1.069, H50 1.098, H51 1.129
38 C 9.905 4.958 -1.288  C37 1.543, C39 1.614, H52 1.046, H53 1.095
39 C 8.899 3.766 -0.869  C38 1.614, C40 1.535, H54 1.101, H55 1.074
40 C 7.881 4.368 0.109  C39 1.535, N41 1.506, H56 1.113, H57 1.092
41 N 6.665 3.610 0.573  C40 1.506, C42 1.480, C45 1.480, C46 1.537
42 C 5.647 3.651 -0.499  N41 1.480, C43 1.515, H58 1.069, H59 1.088
43 C 4.426 4.343 0.074  C42 1.515, C44 1.567, H60 1.127, H61 1.093
44 C 5.050 5.223 1.210  C43 1.567, C45 1.471, H62 1.100, H63 1.113
45 C 6.057 4.291 1.738  N41 1.480, C44 1.471, H64 1.105, H65 1.075
46 C 7.144 2.180 0.871  N41 1.537, C47 1.534, H66 1.089, H67 1.078
47 C 6.142 1.381 1.715  C46 1.534, C48 1.550, H68 1.095, H69 1.137
48 C 6.488 -0.128 1.637  C47 1.550, H70 1.077, H71 1.104, H72 1.123
49 H 11.744 3.984 -1.788  C37 1.069
50 H 11.563 5.479 -2.612  C37 1.098
51 H 10.730 4.089 -3.265  C37 1.129
52 H 9.333 5.751 -1.658  C38 1.046
53 H 10.414 5.409 -0.430  C38 1.095
54 H 9.499 2.908 -0.529  C39 1.101
55 H 8.421 3.531 -1.802  C39 1.074
56 H 7.451 5.321 -0.274  C40 1.113
57 H 8.479 4.508 1.011  C40 1.092
58 H 5.430 2.666 -0.854  C42 1.069
59 H 6.075 4.091 -1.397  C42 1.088
60 H 3.774 3.547 0.531  C43 1.127
61 H 3.893 4.883 -0.713  C43 1.093
62 H 4.286 5.523 1.943  C44 1.100
63 H 5.541 6.115 0.759  C44 1.113
64 H 5.519 3.613 2.424  C45 1.105
65 H 6.804 4.741 2.367  C45 1.075
66 H 8.167 2.181 1.244  C46 1.089
67 H 7.311 1.708 -0.084  C46 1.078
68 H 5.121 1.618 1.396  C47 1.095
69 H 6.154 1.819 2.764  C47 1.137
70 H 5.908 -0.611 2.405  C48 1.077
71 H 7.567 -0.299 1.795  C48 1.104
72 H 6.187 -0.383 0.585  C48 1.123
73 C -4.346 -2.604 5.412  C74 1.524, H85 1.066, H86 1.047, H87 1.090
74 C -4.577 -2.914 3.938  C73 1.524, C75 1.574, H88 1.069, H89 1.106
75 C -3.565 -3.972 3.360  C74 1.574, C76 1.492, H90 1.132, H91 1.068
76 C -4.037 -4.405 2.012  C75 1.492, N77 1.544, H92 1.108, H93 1.121
77 N -3.418 -5.664 1.368  C76 1.544, C78 1.479, C81 1.540, C82 1.500
78 C -3.787 -6.900 2.092  N77 1.479, C79 1.599, H94 1.090, H95 1.041
79 C -3.950 -8.011 0.954  C78 1.599, C80 1.575, H96 1.090, H97 1.089
80 C -3.930 -7.243 -0.420  C79 1.575, C81 1.557, H98 1.086, H99 1.065
81 C -4.196 -5.781 0.045  N77 1.540, C80 1.557, H100 1.099, H101 1.078
82 C -1.933 -5.582 1.174  N77 1.500, C83 1.542, H102 1.062, H103 1.083
83 C -1.388 -4.560 0.157  C82 1.542, C84 1.578, H104 1.066, H105 1.123
84 C 0.114 -4.229 0.511  C83 1.578, H106 1.107, H107 1.092, H108 1.099
85 H -4.809 -3.352 6.014  C73 1.066
86 H -4.772 -1.678 5.654  C73 1.047
87 H -3.282 -2.466 5.602  C73 1.090
88 H -4.356 -2.063 3.330  C74 1.069
89 H -5.622 -3.132 3.649  C74 1.106
90 H -3.353 -4.829 4.067  C75 1.132
91 H -2.610 -3.498 3.290  C75 1.068
92 H -3.905 -3.591 1.271  C76 1.108
93 H -5.145 -4.569 2.025  C76 1.121
94 H -2.996 -7.162 2.795  C78 1.090
95 H -4.632 -6.685 2.660  C78 1.041
96 H -3.188 -8.789 0.998  C79 1.090
97 H -4.869 -8.587 1.054  C79 1.089
98 H -2.939 -7.287 -0.864  C80 1.086
99 H -4.672 -7.605 -1.092  C80 1.065
100 H -3.872 -4.978 -0.632  C81 1.099
101 H -5.252 -5.672 0.234  C81 1.078
102 H -1.542 -6.520 0.866  C82 1.062
103 H -1.528 -5.363 2.155  C82 1.083
104 H -2.033 -3.716 0.248  C83 1.066
105 H -1.576 -4.921 -0.890  C83 1.123
106 H 0.265 -3.972 1.577  C84 1.107
107 H 0.472 -3.401 -0.105  C84 1.092
108 H 0.751 -5.114 0.385  C84 1.099
109 C 11.854 -2.950 -0.742  C110 1.533, H121 1.007, H122 1.082, H123 1.114
110 C 13.095 -3.806 -0.460  C109 1.533, C111 1.533, H124 1.094, H125 1.079
111 C 12.739 -5.206 0.055  C110 1.533, C112 1.511, H126 1.058, H127 1.129
112 C 12.606 -5.101 1.557  C111 1.511, N113 1.501, H128 1.114, H129 1.122
113 N 12.437 -6.365 2.349  C112 1.501, C114 1.551, C117 1.525, C118 1.503
114 C 12.136 -6.014 3.829  N113 1.551, C115 1.504, H130 1.083, H131 1.099
115 C 13.475 -5.724 4.449  C114 1.504, C116 1.561, H132 1.060, H133 1.099
116 C 14.534 -6.501 3.607  C115 1.561, C117 1.527, H134 1.067, H135 1.111
117 C 13.745 -7.141 2.466  N113 1.525, C116 1.527, H136 1.112, H137 1.085
118 C 11.372 -7.151 1.636  N113 1.503, C119 1.541, H138 1.042, H139 1.094
119 C 9.980 -6.488 1.631  C118 1.541, C120 1.529, H140 1.088, H141 1.134
120 C 8.998 -7.184 0.687  C119 1.529, H142 1.075, H143 1.064, H144 1.098
121 H 11.142 -3.417 -1.279  C109 1.007
122 H 12.147 -1.993 -1.150  C109 1.082
123 H 11.390 -2.909 0.270  C109 1.114
124 H 13.906 -3.254 0.024  C110 1.094
125 H 13.629 -3.921 -1.391  C110 1.079
126 H 13.492 -5.929 -0.118  C111 1.058
127 H 11.787 -5.528 -0.457  C111 1.129
128 H 11.838 -4.402 1.962  C112 1.114
129 H 13.550 -4.634 1.942  C112 1.122
130 H 11.619 -6.825 4.327  C114 1.083
131 H 11.500 -5.119 3.862  C114 1.099
132 H 13.460 -5.997 5.472  C115 1.060
133 H 13.779 -4.670 4.523  C115 1.099
134 H 14.944 -7.291 4.195  C116 1.067
135 H 15.398 -5.906 3.240  C116 1.111
136 H 13.372 -8.178 2.612  C117 1.112
137 H 14.239 -7.092 1.501  C117 1.085
138 H 11.298 -8.076 2.109  C118 1.042
139 H 11.749 -7.360 0.630  C118 1.094
140 H 10.107 -5.461 1.297  C119 1.088
141 H 9.680 -6.458 2.724  C119 1.134
142 H 9.350 -7.208 -0.328  C120 1.075
143 H 8.092 -6.636 0.796  C120 1.064
144 H 8.846 -8.227 0.993  C120 1.098
145 C -7.293 1.481 2.742  C146 1.526, H157 1.111, H158 1.112, H159 1.096
146 C -8.808 1.599 2.893  C145 1.526, C147 1.532, H160 1.114, H161 1.103
147 C -9.443 0.223 3.119  C146 1.532, C148 1.561, H162 1.078, H163 1.097
148 C -9.616 -0.665 1.847  C147 1.561, N149 1.514, H164 1.100, H165 1.126
149 N -10.303 -1.995 2.073  C148 1.514, C150 1.511, C153 1.541, C154 1.492
150 C -10.572 -2.517 0.681  N149 1.511, C151 1.498, H166 1.104, H167 1.069
151 C -9.675 -3.689 0.425  C150 1.498, C152 1.539, H168 1.084, H169 1.123
152 C -9.530 -4.298 1.831  C151 1.539, C153 1.542, H170 1.088, H171 1.051
153 C -9.362 -3.038 2.705  N149 1.541, C152 1.542, H172 1.097, H173 1.060
154 C -11.586 -1.885 2.827  N149 1.492, C155 1.515, H174 1.069, H175 1.072
155 C -12.181 -3.204 3.275  C154 1.515, C156 1.525, H176 1.072, H177 1.101
156 C -13.357 -2.867 4.187  C155 1.525, H178 1.110, H179 1.092, H180 1.117
157 H -6.863 0.847 3.546  C145 1.111
158 H -6.759 2.457 2.746  C145 1.112
159 H -6.917 0.983 1.841  C145 1.096
160 H -9.318 2.193 2.101  C146 1.114
161 H -9.004 2.154 3.826  C146 1.103
162 H -10.431 0.414 3.506  C147 1.078
163 H -8.980 -0.384 3.906  C147 1.097
164 H -8.694 -0.914 1.301  C148 1.100
165 H -10.365 -0.159 1.176  C148 1.126
166 H -11.615 -2.879 0.713  C150 1.104
167 H -10.489 -1.690 0.010  C150 1.069
168 H -10.033 -4.433 -0.278  C151 1.084
169 H -8.693 -3.261 0.087  C151 1.123
170 H -10.341 -4.981 2.074  C152 1.088
171 H -8.681 -4.910 1.919  C152 1.051
172 H -9.579 -3.107 3.778  C153 1.097
173 H -8.369 -2.718 2.518  C153 1.060
174 H -12.226 -1.335 2.170  C154 1.069
175 H -11.472 -1.273 3.699  C154 1.072
176 H -11.483 -3.822 3.804  C155 1.072
177 H -12.485 -3.843 2.431  C155 1.101
178 H -12.862 -2.350 5.036  C156 1.110
179 H -13.942 -3.719 4.538  C156 1.092
180 H -14.053 -2.062 3.848  C156 1.117
181 C 4.801 -3.328 -6.061  C182 1.517, H193 1.143, H194 1.068, H195 1.126
182 C 3.941 -2.451 -6.952  C181 1.517, C183 1.510, H196 1.098, H197 1.070
183 C 2.548 -2.220 -6.417  C182 1.510, C184 1.522, H198 1.080, H199 1.097
184 C 2.299 -1.298 -5.233  C183 1.522, N185 1.524, H200 1.062, H201 1.090
185 N 2.755 0.149 -5.380  C184 1.524, C186 1.516, C189 1.515, C190 1.510
186 C 4.208 0.207 -4.952  N185 1.516, C187 1.554, H202 1.054, H203 1.097
187 C 4.359 1.710 -4.590  C186 1.554, C188 1.554, H204 1.047, H205 1.060
188 C 2.955 2.256 -4.210  C187 1.554, C189 1.537, H206 1.087, H207 1.097
189 C 2.053 1.022 -4.361  N185 1.515, C188 1.537, H208 1.101, H209 1.111
190 C 2.533 0.712 -6.763  N185 1.510, C191 1.513, H210 1.089, H211 1.055
191 C 1.073 0.823 -7.142  C190 1.513, C192 1.521, H212 1.092, H213 1.100
192 C 1.079 1.296 -8.588  C191 1.521, H214 1.068, H215 1.055, H216 1.067
193 H 5.838 -3.463 -6.522  C181 1.143
194 H 4.394 -4.311 -5.969  C181 1.068
195 H 4.996 -2.885 -5.044  C181 1.126
196 H 3.850 -3.027 -7.882  C182 1.098
197 H 4.481 -1.545 -7.134  C182 1.070
198 H 2.086 -3.155 -6.133  C183 1.080
199 H 2.005 -1.810 -7.277  C183 1.097
200 H 2.677 -1.695 -4.323  C184 1.062
201 H 1.214 -1.218 -5.173  C184 1.090
202 H 4.790 -0.141 -5.758  C186 1.054
203 H 4.343 -0.388 -4.039  C186 1.097
204 H 4.820 2.248 -5.361  C187 1.047
205 H 5.020 1.792 -3.765  C187 1.060
206 H 2.573 3.137 -4.721  C188 1.087
207 H 3.041 2.438 -3.131  C188 1.097
208 H 0.999 1.178 -4.637  C189 1.101
209 H 2.058 0.429 -3.422  C189 1.111
210 H 3.158 0.142 -7.450  C190 1.089
211 H 2.869 1.712 -6.790  C190 1.055
212 H 0.492 1.416 -6.433  C191 1.092
213 H 0.684 -0.206 -7.179  C191 1.100
214 H 0.125 1.462 -9.039  C192 1.068
215 H 1.676 0.698 -9.218  C192 1.055
216 H 1.497 2.269 -8.719  C192 1.067
217 C -2.530 0.227 4.295  C218 1.535, H229 1.098, H230 1.102, H231 1.141
218 C -2.839 1.340 3.284  C217 1.535, C219 1.483, H232 1.088, H233 1.091
219 C -1.873 1.568 2.182  C218 1.483, C220 1.569, H234 1.075, H235 1.076
220 C -1.893 0.447 1.085  C219 1.569, N221 1.457, H236 1.092, H237 1.089
221 N -0.827 0.535 0.095  C220 1.457, C222 1.590, C225 1.492, C226 1.568
222 C -0.900 -0.630 -0.984  N221 1.590, C223 1.514, H238 1.057, H239 1.091
223 C 0.139 -0.101 -1.950  C222 1.514, C224 1.515, H240 1.089, H241 1.119
224 C 0.083 1.413 -1.924  C223 1.515, C225 1.518, H242 1.087, H243 1.106
225 C -0.810 1.765 -0.748  N221 1.492, C224 1.518, H244 1.078, H245 1.138
226 C 0.548 0.389 0.835  N221 1.568, C227 1.487, H246 1.093, H247 1.087
227 C 0.654 -0.706 1.834  C226 1.487, C228 1.492, H248 1.145, H249 1.134
228 C 2.023 -0.853 2.410  C227 1.492, H250 1.080, H251 1.024, H252 1.057
229 H -2.306 -0.764 3.878  C217 1.098
230 H -3.341 0.118 5.033  C217 1.102
231 H -1.633 0.550 4.921  C217 1.141
232 H -2.891 2.280 3.829  C218 1.088
233 H -3.840 1.178 2.881  C218 1.091
234 H -0.837 1.657 2.455  C219 1.075
235 H -2.189 2.456 1.662  C219 1.076
236 H -2.844 0.469 0.549  C220 1.092
237 H -1.784 -0.517 1.579  C220 1.089
238 H -0.692 -1.535 -0.479  C222 1.057
239 H -1.887 -0.540 -1.440  C222 1.091
240 H 1.118 -0.490 -1.672  C223 1.089
241 H -0.111 -0.526 -2.954  C223 1.119
242 H 1.059 1.890 -1.915  C224 1.087
243 H -0.407 1.741 -2.860  C224 1.106
244 H -0.561 2.621 -0.140  C225 1.078
245 H -1.856 1.794 -1.195  C225 1.138
246 H 0.746 1.344 1.329  C226 1.093
247 H 1.311 0.201 0.082  C226 1.087
248 H 0.398 -1.687 1.302  C227 1.145
249 H -0.053 -0.634 2.716  C227 1.134
250 H 2.316 0.117 2.782  C228 1.080
251 H 2.771 -1.131 1.767  C228 1.024
252 H 2.070 -1.514 3.234  C228 1.057
253 C -2.645 5.847 -0.663  C254 1.535, H265 1.064, H266 1.101, H267 1.138
254 C -1.819 7.137 -0.759  C253 1.535, C255 1.523, H268 1.107, H269 1.099
255 C -1.901 7.860 0.580  C254 1.523, C256 1.486, H270 1.080, H271 1.084
256 C -0.759 7.428 1.428  C255 1.486, N257 1.566, H272 1.071, H273 1.016
257 N -0.700 8.077 2.852  C256 1.566, C258 1.548, C261 1.483, C262 1.516
258 C -0.350 9.586 2.866  N257 1.548, C259 1.522, H274 1.067, H275 1.085
259 C 0.249 9.797 4.250  C258 1.522, C260 1.523, H276 1.063, H277 1.126
260 C 0.631 8.416 4.768  C259 1.523, C261 1.503, H278 1.095, H279 1.077
261 C 0.499 7.550 3.548  N257 1.483, C260 1.503, H280 1.083, H281 1.110
262 C -1.989 7.832 3.612  N257 1.516, C263 1.607, H282 1.118, H283 1.132
263 C -2.286 6.268 3.834  C262 1.607, C264 1.527, H284 1.059, H285 1.062
264 C -3.775 5.999 4.036  C263 1.527, H286 1.077, H287 1.036, H288 1.159
265 H -3.619 6.162 -0.369  C253 1.064
266 H -2.227 5.052 -0.026  C253 1.101
267 H -2.742 5.371 -1.691  C253 1.138
268 H -2.279 7.780 -1.534  C254 1.107
269 H -0.798 6.951 -1.119  C254 1.099
270 H -2.881 7.633 0.974  C255 1.080
271 H -1.733 8.923 0.455  C255 1.084
272 H 0.163 7.769 1.003  C256 1.071
273 H -0.775 6.437 1.653  C256 1.016
274 H -1.263 10.086 2.626  C258 1.067
275 H 0.346 9.707 2.043  C258 1.085
276 H -0.429 10.304 4.893  C259 1.063
277 H 1.202 10.385 4.136  C259 1.126
278 H -0.065 8.006 5.507  C260 1.095
279 H 1.657 8.293 5.073  C260 1.077
280 H 0.445 6.478 3.696  C261 1.083
281 H 1.346 7.736 2.855  C261 1.110
282 H -2.873 8.195 3.032  C262 1.118
283 H -1.965 8.298 4.643  C262 1.132
284 H -1.759 5.781 4.613  C263 1.059
285 H -1.971 5.768 2.951  C263 1.062
286 H -4.263 6.167 3.091  C264 1.077
287 H -4.141 6.576 4.815  C264 1.036
288 H -3.883 4.852 4.165  C264 1.159
289 N 1.386 4.058 2.352  O290 1.220, O291 1.252, O292 1.237
290 O 1.851 2.934 2.261  N289 1.220
291 O 1.994 5.080 2.746  N289 1.252
292 O 0.231 4.280 1.969  N289 1.237
293 N 3.956 0.313 -1.469  O294 1.277, O295 1.218, O296 1.286
294 O 3.267 1.244 -0.932  N293 1.277
295 O 5.169 0.390 -1.388  N293 1.218
296 O 3.421 -0.686 -2.076  N293 1.286
297 N -5.940 -2.128 0.395  O298 1.222, O299 1.226, O300 1.233
298 O -4.771 -2.223 0.051  N297 1.222
299 O -6.308 -2.812 1.344  N297 1.226
300 O -6.673 -1.300 -0.151  N297 1.233
301 N -2.271 -0.003 -3.896  O302 1.218, O303 1.270, O304 1.295
302 O -2.738 -1.057 -3.500  N301 1.218
303 O -2.614 1.049 -3.274  N301 1.270
304 O -1.465 0.025 -4.909  N301 1.295